No. 1
Computed, not measured: 2 unconnected molecules or ions with the total composition C2H7O2P at a distorted geometry, with wB97M-V/def2-TZVPD.

For the frontier orbital gap, the calculation gives 7.81 eV. The net charge is 0. Its HOMO energy is -9.63 eV. The spin multiplicity is 1. The calculation puts the energy relative to the best compared isomer or geometry (same formula, charge and spin) at 240.3 kJ/mol.

```
12
C2H7O2P, DFT wB97M-V/def2-TZVPD
P -1.980 -0.355 -0.106
O -3.399 -0.183 0.203
O -1.186 0.912 0.187
C 1.000 0.785 -0.449
C 1.615 -0.162 0.469
H -1.390 -1.413 0.589
H 1.809 -1.128 0.006
H 0.958 -0.325 1.330
H -1.722 -0.729 -1.431
H 1.056 1.842 -0.244
H 0.709 0.493 -1.443
H 2.530 0.263 0.888
```

Formally, the natural (NBO) partial charges of the atoms, in units of the elementary charge, are as follows:
1 P 1.852
2 O -1.087
3 O -1.014
4 C 0.132
5 C -0.746
6 H -0.183
7 H 0.238
8 H 0.304
9 H -0.181
10 H 0.218
11 H 0.211
12 H 0.255



No. 2
Computed, not measured: 2 unconnected molecules or ions with the total composition C2H7O2P at a distorted geometry, with wB97M-V/def2-TZVPD.

For the frontier orbital gap, the calculation gives 9.55 eV. The net charge is 0. The SMILES is C=O.CPO. Its HOMO energy is -8.87 eV. The spin multiplicity is 1. The calculation puts the energy relative to the best compared isomer or geometry (same formula, charge and spin) at 198.2 kJ/mol.

```
12
C2H7O2P, DFT wB97M-V/def2-TZVPD
P -0.631 0.763 0.613
O 2.445 0.392 0.003
O -0.200 1.592 -0.769
C 2.314 -0.794 0.167
C -1.689 -0.540 -0.166
H -2.033 -1.151 0.652
H -2.706 -0.022 -0.452
H -1.713 1.666 0.979
H 3.270 -1.353 -0.052
H 1.372 -1.376 0.423
H 0.604 1.961 -0.517
H -1.032 -1.138 -0.883
```

Formally, the natural (NBO) partial charges of the atoms, in units of the elementary charge, are as follows:
1 P 0.831
2 O -0.510
3 O -0.966
4 C 0.272
5 C -0.976
6 H 0.227
7 H 0.246
8 H -0.092
9 H 0.113
10 H 0.125
11 H 0.487
12 H 0.244



No. 3
Computed, not measured: a molecular structure, C2H7O3Rh at a distorted geometry, with wB97M-V/def2-TZVPD.

For the frontier orbital gap (spin up / spin down), the calculation gives 5.05 / 7.10 eV. The net charge is +1. Its HOMO energy (spin up / spin down) is -10.64 / -14.72 eV. The spin multiplicity is 6. The calculation puts the energy relative to the best compared isomer or geometry (same formula, charge and spin) at 394.9 kJ/mol.

```
13
C2H7O3Rh, DFT wB97M-V/def2-TZVPD
Rh -0.708 -0.602 5.585
O 2.864 -0.406 4.896
O 1.509 -1.020 2.341
O 0.451 -1.316 4.392
C 2.708 0.929 4.476
C 2.460 -1.366 3.958
H 1.763 -0.147 2.033
H 1.669 1.175 4.200
H 2.927 1.571 5.337
H 3.359 -1.492 3.321
H 2.557 -2.341 4.460
H 3.352 1.120 3.600
H 0.466 -1.086 3.214
```

Formally, the natural (NBO) partial charges of the atoms, in units of the elementary charge, are as follows:
1 Rh 1.079
2 O -0.324
3 O -0.719
4 O -0.828
5 C -0.287
6 C -0.125
7 H 0.475
8 H 0.183
9 H 0.227
10 H 0.322
11 H 0.237
12 H 0.220
13 H 0.540



No. 4
Computed, not measured: a molecular structure, C2H7O3Tl at a distorted geometry, with wB97M-V/def2-TZVPD.

For the frontier orbital gap (spin up / spin down), the calculation gives 9.84 / 5.94 eV. The net charge is +1. Its HOMO energy (spin up / spin down) is -14.93 / -14.87 eV. The spin multiplicity is 2. The calculation puts the energy relative to the best compared isomer or geometry (same formula, charge and spin) at 61.7 kJ/mol.

```
13
C2H7O3Tl, DFT wB97M-V/def2-TZVPD
Tl -0.223 -0.967 -2.127
O 0.237 1.884 0.699
O 1.628 -3.096 1.097
O 0.269 0.601 -1.239
C -0.469 1.432 -0.440
C 0.433 0.892 1.676
H 1.226 -3.326 1.938
H 1.454 -2.118 0.981
H -0.529 0.445 1.986
H 1.093 0.088 1.309
H -0.768 2.359 -0.961
H -1.383 0.907 -0.090
H 0.904 1.366 2.545
```

Formally, the Löwdin partial charges of the atoms, in units of the elementary charge, are as follows:
1 Tl 1.300
2 O -0.099
3 O -0.068
4 O -0.381
5 C -0.348
6 C -0.071
7 H 0.041
8 H 0.025
9 H 0.107
10 H 0.078
11 H 0.164
12 H 0.138
13 H 0.114



No. 5
Computed, not measured: 3 unconnected molecules or ions with the total composition C2H7O4 at a distorted geometry, with wB97M-V/def2-TZVPD.

For the frontier orbital gap, the calculation gives 7.89 eV. The net charge is -1. Its HOMO energy is -3.86 eV. The spin multiplicity is 1. The calculation puts the energy relative to the best compared isomer or geometry (same formula, charge and spin) at 138.5 kJ/mol.

```
13
C2H7O4, DFT wB97M-V/def2-TZVPD
O 1.678 -1.936 -0.122
O -0.803 1.329 -0.243
O 2.178 1.630 -1.733
O -0.026 0.062 1.263
C -0.992 0.427 0.523
C -2.178 -0.428 0.691
H -3.012 0.225 1.188
H -2.000 -1.227 1.455
H -2.246 -1.120 -0.242
H 1.305 1.712 -1.180
H 1.997 -1.514 -0.968
H 2.755 2.038 -1.120
H 1.344 -1.198 0.488
```

Formally, the natural (NBO) partial charges of the atoms, in units of the elementary charge, are as follows:
1 O -1.009
2 O -0.761
3 O -0.976
4 O -0.856
5 C 0.730
6 C -0.734
7 H 0.207
8 H 0.218
9 H 0.222
10 H 0.516
11 H 0.466
12 H 0.451
13 H 0.525



No. 6
Computed, not measured: C2H7OP in the gas phase at a distorted geometry, with wB97M-V/def2-TZVPD.

For the frontier orbital gap, the calculation gives 8.72 eV. The net charge is 0. The SMILES is CPCO. Its HOMO energy is -7.94 eV. The spin multiplicity is 1. The calculation puts the energy relative to the best compared isomer or geometry (same formula, charge and spin) at 428.1 kJ/mol.

```
11
C2H7OP, DFT wB97M-V/def2-TZVPD
P 1.238 0.093 0.762
O 0.385 -1.312 -2.111
C -0.470 0.733 1.438
C 0.364 -1.047 -0.774
H -1.192 1.439 0.893
H 1.251 1.338 -0.068
H -1.238 0.013 1.521
H -0.530 -1.837 -0.622
H -0.090 0.088 -0.711
H -0.223 1.095 2.434
H 0.506 -0.603 -2.762
```

Formally, the natural (NBO) partial charges of the atoms, in units of the elementary charge, are as follows:
1 P 0.503
2 O -0.734
3 C -0.939
4 C -0.311
5 H 0.232
6 H -0.040
7 H 0.233
8 H 0.215
9 H 0.132
10 H 0.232
11 H 0.476